{
  "formula": "C6H14N4O3PS",
  "method": "ωB97M-V/def2-TZVPD",
  "species": ["O", "H", "S", "C", "H", "N", "O", "H", "H", "H", "C", "O", "N", "C", "H", "H", "N", "H", "H", "H", "C", "C", "N", "H", "H", "H", "C", "P", "H"],
  "xyz": [[-2.231, -2.025, -1.842], [-1.856, 2.247, -0.495], [-2.694, -1.503, -0.320], [0.739, 2.979, 0.417], [-0.014, -0.366, -0.449], [2.017, 1.197, 0.547], [-1.794, -2.089, 0.732], [2.012, -2.154, -1.018], [-1.483, -1.495, -2.191], [0.856, -1.239, 1.953], [-2.898, 0.326, -0.194], [-4.063, -2.089, -0.091], [2.795, 2.267, 0.775], [1.946, -1.543, 1.882], [1.800, -0.500, -1.736], [3.502, -1.245, -1.740], [2.093, 3.409, 0.716], [2.083, -2.621, 1.528], [-3.786, 0.601, -0.854], [-0.751, 0.254, 1.090], [-0.356, 0.587, 0.066], [2.542, -1.146, -1.145], [0.731, 1.569, 0.313], [-3.131, 0.579, 0.891], [2.494, -1.350, 2.863], [-1.547, 0.985, -1.860], [-1.615, 1.157, -0.736], [2.785, -0.418, 0.587], [-0.176, 3.627, 0.310]],
  "forces_ev_per_angstrom": [[-0.075, 1.895, 1.615], [0.525, -1.463, -0.501], [-3.664, -5.487, 3.780], [2.167, -1.710, 0.374], [0.224, 1.446, 0.769], [-0.585, 1.144, 0.041], [-0.316, 2.693, -3.051], [0.948, 1.256, -0.283], [-0.309, -0.406, 0.159], [1.149, -0.945, 0.203], [0.640, 1.272, -1.337], [3.483, 2.456, -1.791], [-1.788, 0.529, -0.267], [-0.611, 0.902, -0.387], [1.184, -0.845, 0.596], [-1.117, 0.208, 1.065], [-3.273, -3.765, -0.917], [-0.283, 1.546, 0.489], [1.065, -0.639, 0.957], [0.772, 0.469, -1.366], [-1.777, -0.540, 0.514], [-1.915, -0.071, -0.314], [0.772, 3.708, -0.027], [0.343, -0.784, -1.359], [-0.798, -0.336, -1.396], [0.166, 0.526, 1.460], [-0.708, -0.611, 0.784], [2.407, -1.598, 0.070], [1.374, -0.852, 0.121]],
  "total_energy_ev": -38664.0888,
  "e_lumo_ha": -0.179,
  "charge": 1,
  "homo_energy_ev": -12.996
}

{
  "formula": "C6H14N4OS2",
  "method": "ωB97M-V/def2-TZVPD",
  "species": ["H", "H", "H", "N", "H", "H", "H", "H", "S", "N", "C", "O", "H", "C", "C", "H", "H", "N", "H", "N", "H", "H", "C", "H", "C", "S", "C"],
  "xyz": [[4.142, 0.833, -0.557], [-1.412, 1.922, -0.515], [-4.708, 2.002, -1.192], [-3.718, 2.295, -0.818], [1.009, 1.232, -0.634], [4.304, -0.108, 0.969], [1.889, -0.505, 0.868], [-1.309, -1.045, -0.870], [-4.220, -0.327, -0.313], [-1.771, -1.749, -0.231], [2.451, -0.417, -0.096], [0.994, -0.235, -2.036], [-4.174, -2.577, 1.557], [1.354, 0.255, -0.969], [3.198, 1.616, 1.195], [-3.042, -3.604, 0.866], [3.077, 1.032, 2.279], [-3.650, -2.767, 0.716], [2.232, -1.727, -1.893], [-1.813, 0.989, -0.264], [4.111, 2.346, 1.207], [2.052, 2.174, 1.068], [3.641, 0.470, 0.240], [-1.389, 0.454, 0.450], [-2.964, -1.731, 0.049], [2.925, -2.022, -0.724], [-3.207, 1.195, -0.352]],
  "forces_ev_per_angstrom": [[1.693, 0.850, -2.732], [0.071, -1.295, 0.647], [2.080, 1.132, 1.119], [-1.231, -2.592, -0.009], [-0.318, 0.184, 0.117], [-0.446, 0.451, -1.679], [0.383, -0.343, -0.355], [-1.430, -1.073, 0.948], [1.112, -0.422, 0.594], [2.639, -0.051, -1.354], [-1.318, 0.425, 0.670], [-0.018, 1.133, 1.840], [-0.130, 0.558, -0.255], [1.458, -1.580, -2.022], [-1.266, 0.393, 2.320], [-0.585, 1.150, -0.334], [0.373, 2.024, -2.540], [1.374, -0.875, -0.368], [0.588, -0.660, 0.693], [-1.396, 3.384, -1.236], [-2.174, -0.877, 0.442], [3.651, -1.413, -0.062], [-1.963, -0.768, 4.429], [0.084, -0.251, 0.916], [-2.677, 0.995, 0.972], [-0.609, 0.152, -1.107], [0.058, -0.632, -1.654]],
  "total_energy_ev": -36124.6844,
  "e_lumo_ha": 0.012,
  "homo_energy_ev": -9.147
}